Entry from the Open Molecules 2025 dataset: a molecular structure, C30H90N15O11P5SV at a distorted geometry (ωB97M-V/def2-TZVPD).

The geometry in ORCA input format:
```
! wB97M-V def2-TZVPD RIJCOSX def2/J DEFGRID3
* xyz -1 1
O 8.099 -6.854 19.830
V 8.641 -8.138 20.647
O 7.579 -8.580 21.770
S 11.260 -9.909 20.702
O 12.366 -9.007 21.069
O 10.583 -10.365 21.872
O 10.209 -9.088 19.899
O 11.650 -10.983 19.798
O 7.719 -9.289 19.215
P 8.090 -9.891 17.924
N 8.369 -11.510 17.997
C 8.709 -12.215 19.286
C 8.736 -12.303 16.851
N 9.333 -9.293 17.004
C 10.726 -9.692 17.307
C 9.243 -7.912 16.488
N 6.749 -9.623 16.925
C 5.475 -9.122 17.497
C 6.595 -9.950 15.500
H 8.348 -11.649 20.150
H 9.799 -12.201 19.353
H 8.349 -13.195 19.357
H 8.565 -11.733 15.982
H 8.125 -13.208 16.838
H 9.805 -12.580 16.815
H 11.121 -8.987 18.037
H 10.890 -10.624 17.766
H 11.235 -9.766 16.362
H 9.769 -7.225 17.159
H 9.704 -7.914 15.467
H 8.154 -7.725 16.498
H 5.005 -8.326 16.925
H 4.801 -9.939 17.548
H 5.731 -8.676 18.463
H 5.676 -10.578 15.364
H 7.494 -10.546 15.226
H 6.549 -9.100 14.804
O 2.631 -4.782 20.874
P 2.736 -5.465 22.180
N 2.605 -4.378 23.422
C 1.851 -3.203 23.201
C 3.227 -4.523 24.783
N 4.237 -6.256 22.370
C 5.340 -5.767 21.568
C 4.379 -7.711 22.702
N 1.500 -6.495 22.358
C 0.858 -6.893 23.596
C 0.923 -7.142 21.225
H 1.023 -3.332 22.544
H 2.470 -2.461 22.764
H 1.510 -2.752 24.152
H 3.660 -5.533 24.879
H 2.409 -4.380 25.520
H 4.037 -3.783 25.026
H 5.383 -6.238 20.575
H 5.302 -4.690 21.426
H 6.229 -6.064 22.131
H 4.080 -7.984 23.747
H 3.970 -8.455 21.982
H 5.444 -7.943 22.715
H 0.849 -7.982 23.621
H 1.341 -6.368 24.428
H -0.153 -6.551 23.604
H 1.290 -6.712 20.319
H -0.154 -6.973 21.279
H 1.046 -8.203 21.403
O 5.904 -7.075 25.931
P 6.755 -8.099 26.527
N 6.069 -8.520 27.993
C 6.238 -9.848 28.659
C 4.703 -8.015 28.243
N 8.264 -7.622 26.664
C 9.253 -8.467 27.199
C 8.475 -6.191 26.825
N 6.917 -9.526 25.724
C 5.770 -10.447 25.615
C 7.656 -9.721 24.499
H 6.534 -9.828 29.690
H 6.993 -10.530 28.248
H 5.246 -10.309 28.695
H 4.606 -7.657 29.305
H 3.908 -8.819 28.139
H 4.466 -7.170 27.587
H 9.848 -7.930 27.890
H 8.760 -9.291 27.767
H 9.783 -9.020 26.470
H 7.519 -5.676 26.617
H 8.837 -5.874 27.871
H 9.326 -5.844 26.208
H 6.244 -11.383 25.381
H 5.291 -10.533 26.597
H 5.012 -10.226 24.892
H 8.270 -10.597 24.684
H 8.267 -8.900 24.142
H 6.946 -9.967 23.653
O 8.125 -3.589 14.971
P 6.783 -3.761 15.529
N 6.667 -4.283 17.105
C 5.507 -4.873 17.730
C 7.586 -3.842 18.179
N 5.803 -4.860 14.773
C 6.235 -6.246 14.658
C 4.777 -4.492 13.795
N 5.947 -2.266 15.457
C 6.451 -1.038 14.763
C 4.607 -2.090 15.964
H 4.838 -5.159 16.948
H 4.997 -4.140 18.386
H 5.838 -5.760 18.322
H 8.450 -3.357 17.654
H 7.864 -4.751 18.764
H 7.238 -3.099 18.880
H 5.330 -6.859 14.359
H 7.042 -6.450 13.912
H 6.568 -6.610 15.640
H 3.990 -5.203 13.902
H 4.301 -3.516 13.941
H 5.093 -4.459 12.705
H 6.723 -0.252 15.446
H 7.306 -1.292 14.172
H 5.592 -0.703 14.181
H 4.683 -1.179 16.520
H 4.239 -2.873 16.585
H 3.808 -1.874 15.173
O 9.960 -7.189 21.804
P 10.950 -6.113 22.202
N 12.284 -6.119 21.253
C 13.620 -6.564 21.869
C 12.144 -6.300 19.780
N 11.443 -6.591 23.716
C 11.435 -7.998 24.141
C 12.011 -5.506 24.579
N 10.222 -4.495 22.315
C 9.844 -3.934 21.015
C 8.965 -4.668 23.055
H 13.537 -6.571 22.961
H 14.460 -5.912 21.530
H 13.824 -7.613 21.563
H 12.469 -7.304 19.591
H 12.592 -5.492 19.221
H 11.045 -6.316 19.631
H 10.618 -8.089 24.836
H 11.293 -8.707 23.362
H 12.338 -8.253 24.652
H 11.483 -5.595 25.529
H 13.073 -5.614 24.818
H 11.775 -4.550 24.064
H 9.250 -3.006 21.106
H 10.673 -3.660 20.371
H 9.227 -4.622 20.407
H 9.210 -5.311 23.904
H 8.107 -5.094 22.469
H 8.676 -3.725 23.509
*
```

Summary:
Highest occupied orbital energy in eV: -5.53
Lowest unoccupied orbital energy in eV: 2.244
HOMO-LUMO gap in eV: 7.771



Entry from the Open Molecules 2025 dataset: a molecular structure, C42H40F5N4NdO8PS5 at a distorted geometry (ωB97M-V/def2-TZVPD).

The geometry in ORCA input format:
```
! wB97M-V def2-TZVPD RIJCOSX def2/J DEFGRID3
* xyz -1 4
Nd 12.333 11.787 14.122
C 11.307 8.533 21.516
C 11.490 9.624 20.506
C 10.454 10.129 19.738
C 10.770 10.966 18.700
C 12.132 11.389 18.440
C 13.152 10.760 19.111
C 12.861 9.951 20.230
S 12.628 12.422 17.105
O 13.443 13.508 17.587
O 13.389 11.444 16.168
N 11.332 12.710 16.136
C 10.567 13.829 16.186
C 10.238 14.566 17.345
C 9.413 15.676 17.267
C 9.061 16.268 16.030
C 9.195 15.454 14.837
C 8.573 15.839 13.607
C 8.829 15.018 12.495
C 9.632 13.909 12.653
N 10.295 13.617 13.753
C 10.023 14.267 14.905
H 10.335 7.976 21.267
H 11.236 8.833 22.600
H 12.097 7.772 21.457
H 9.380 9.981 19.977
H 9.935 11.477 18.149
H 14.196 10.995 18.919
H 13.657 9.358 20.695
H 10.599 14.321 18.377
H 9.169 16.247 18.148
H 8.685 17.231 15.917
H 7.930 16.706 13.520
H 8.361 15.170 11.558
H 9.880 13.217 11.871
F 6.307 8.240 12.348
C 7.624 8.338 12.741
C 8.028 9.436 13.527
F 7.186 10.496 13.834
C 9.304 9.530 14.003
F 9.713 10.759 14.482
C 10.260 8.540 13.652
S 11.872 8.651 14.131
C 9.890 7.461 12.872
F 10.762 6.512 12.476
C 8.611 7.368 12.331
F 8.349 6.371 11.450
S 13.728 14.558 14.167
C 15.309 14.653 14.753
N 15.654 14.547 16.083
C 17.019 14.496 16.465
C 17.994 14.661 15.546
C 17.629 14.983 14.185
C 16.337 15.006 13.844
H 14.910 14.592 16.844
H 17.206 14.445 17.493
H 18.976 14.607 15.918
H 18.342 15.189 13.410
H 15.949 15.076 12.763
C 15.490 13.012 9.803
C 14.032 13.543 9.599
C 13.985 15.074 9.680
C 13.409 13.195 8.191
O 13.076 13.056 10.618
P 12.937 11.604 11.222
O 13.894 11.449 12.413
O 11.470 11.462 11.784
O 13.299 10.612 10.057
C 13.704 9.218 10.132
C 14.252 8.920 8.697
C 14.754 8.889 11.185
C 12.353 8.500 10.466
H 16.112 13.600 9.146
H 15.572 12.012 9.409
H 15.804 13.067 10.832
H 14.712 15.499 8.965
H 14.251 15.478 10.635
H 12.994 15.487 9.369
H 13.940 12.342 7.794
H 13.436 14.017 7.389
H 12.312 12.958 8.433
H 15.324 9.013 8.699
H 13.832 9.514 7.927
H 13.989 7.885 8.423
H 15.693 9.459 11.193
H 15.072 7.872 10.975
H 14.347 8.878 12.242
H 11.605 8.852 9.765
H 12.100 8.785 11.475
H 12.545 7.459 10.471
O 20.347 10.095 9.842
S 19.316 10.797 10.565
O 18.257 11.437 9.830
N 18.414 9.746 11.574
C 18.872 9.899 12.822
S 18.545 8.721 14.021
C 19.658 11.083 13.014
C 20.112 11.628 14.250
C 21.078 12.620 14.232
C 21.508 13.181 13.027
C 20.932 12.757 11.870
C 20.014 11.711 11.866
H 19.840 11.123 15.135
H 21.561 12.973 15.145
H 22.254 14.035 13.080
H 21.300 13.060 10.884
*
```

Summary:
Highest occupied orbital energy (alpha / beta) in eV: -4.48 / -4.48
Lowest unoccupied orbital energy (alpha / beta) in eV: 1.263 / 1.269
HOMO-LUMO gap (alpha / beta) in eV: 5.743 / 5.749



Entry from the Open Molecules 2025 dataset: a single C3H6S molecule at a distorted geometry (ωB97M-V/def2-TZVPD).

The geometry in ORCA input format:
```
! wB97M-V def2-TZVPD RIJCOSX def2/J DEFGRID3
* xyz 0 1
C -1.112 -0.855 -0.107
C -0.660 0.371 -0.352
C 0.767 0.838 0.106
S 1.966 -0.418 -0.220
H -0.445 -1.747 0.064
H -2.367 -0.849 0.069
H -1.348 1.225 -0.508
H 0.799 1.240 1.084
H 1.181 1.579 -0.654
H 1.219 -1.386 0.519
*
```

Summary:
Highest occupied orbital energy in eV: -9.02
Energy above the lowest of the compared OMol25 structures with the same formula, charge and spin in kJ/mol: 145.28
Lowest unoccupied orbital energy in eV: 0.903
HOMO-LUMO gap in eV: 9.922
SMILES: C=CCS



Entry from the Open Molecules 2025 dataset: a single C5H13N molecule (ωB97M-V/def2-TZVPD).

The geometry in ORCA input format:
```
! wB97M-V def2-TZVPD RIJCOSX def2/J DEFGRID3
* xyz 0 1
C 1.961 1.416 1.141
C 1.885 -0.036 0.685
C 0.875 -0.272 -0.439
C -0.575 -0.159 -0.008
N -1.471 -0.380 -1.123
C -2.850 -0.731 -0.810
H 1.001 1.910 1.018
H 2.669 1.969 0.515
H 2.257 1.535 2.179
H 2.839 -0.408 0.329
H 1.597 -0.681 1.522
H 1.055 0.464 -1.234
H 1.023 -1.244 -0.928
H -0.760 -0.851 0.820
H -0.741 0.853 0.370
H -1.076 -0.928 -1.874
H -3.101 -1.752 -1.107
H -3.045 -0.652 0.257
H -3.541 -0.053 -1.314
*
```

Summary:
Highest occupied orbital energy in eV: -8.34
Energy above the lowest of the compared OMol25 structures with the same formula, charge and spin in kJ/mol: 65.49
Lowest unoccupied orbital energy in eV: 1.223
HOMO-LUMO gap in eV: 9.561
SMILES: CCCCNC